Computed, not measured: the molecule C5H7N, with ωB97M-V/def2-TZVPD.

gap between HOMO and LUMO = 0.37313 Eh
maximum force = 0.3 eV Å⁻¹
HOMO level = -8.98 eV
SMILES = C1=C[C@@H]2N[C@@H]2C1
LUMO level = 1.17 eV
ΔE to the lowest compared entry with this formula, charge and spin = 35.5 kcal per mole

```
! wB97M-V def2-TZVPD RIJCOSX def2/J DEFGRID3
* xyz 0 1
C 0.58450 1.21842 0.11686
C -0.62323 1.14028 -0.44571
C -1.02835 -0.28437 -0.65498
N -1.16059 -1.12067 0.54391
C 0.11313 -1.10532 -0.16077
C 1.19556 -0.15009 0.33364
H 1.08169 2.13684 0.41564
H -1.25899 1.98337 -0.69910
H -1.66426 -0.56610 -1.48968
H -1.11630 -0.54242 1.38136
H 0.40179 -2.04557 -0.62329
H 2.13073 -0.27378 -0.22558
H 1.43608 -0.32452 1.39164
*
```

---

Computed, not measured: a cluster of 11 separate species, C11H22Cl22 in total at a distorted geometry, with ωB97M-V/def2-TZVPD.

gap between HOMO and LUMO = 0.39809 Eh
maximum force = 2.6 eV Å⁻¹
HOMO level = -10.92 eV
SMILES = ClCCl.ClCCl.ClCCl.ClCCl.ClCCl.ClCCl.ClCCl.ClCCl.ClCCl.ClCCl.ClCCl
LUMO level = -0.09 eV
ΔE to the lowest compared entry with this formula, charge and spin = 34.4 kcal per mole

```
! wB97M-V def2-TZVPD RIJCOSX def2/J DEFGRID3
* xyz 0 1
Cl 0.00088 -0.29511 0.56899
C -1.74667 -0.59002 0.42271
Cl -2.66745 0.82017 -0.14231
H -1.80132 -1.35373 -0.35309
H -2.22786 -0.93028 1.33965
Cl 1.02013 -1.97628 -2.07291
C 2.69498 -1.57498 -2.46481
Cl 3.01169 -0.31123 -3.61281
H 3.19180 -1.30263 -1.53363
H 3.18553 -2.50893 -2.73907
Cl 3.42185 5.93725 -2.11570
C 3.85337 4.41683 -1.27375
Cl 2.71020 3.17173 -1.42629
H 4.83977 4.20575 -1.68673
H 3.98215 4.72496 -0.23618
Cl 3.29754 -1.11349 1.31288
C 4.74016 -2.08243 1.72765
Cl 4.76392 -3.69855 0.95060
H 5.62278 -1.53690 1.39377
H 4.77706 -2.14069 2.81547
Cl 0.36498 4.60769 -4.12616
C -0.33712 3.11767 -3.33063
Cl -2.09136 2.92431 -3.76904
H 0.15790 2.17494 -3.56366
H -0.31547 3.21653 -2.24534
Cl 3.64540 4.00209 4.50121
C 2.67765 3.33122 3.19042
Cl 2.33609 1.60940 3.34186
H 1.71558 3.84358 3.18684
H 3.17994 3.46986 2.23304
Cl 1.63407 -2.89464 5.70644
C 1.44912 -2.92297 3.95848
Cl 0.20279 -4.15771 3.55599
H 1.06021 -1.91335 3.82611
H 2.35969 -3.22086 3.43866
Cl -7.77516 4.38409 -2.33004
C -7.16406 3.36009 -0.94256
Cl -8.21409 1.90371 -0.54383
H -6.16949 3.00561 -1.21327
H -7.00085 4.02302 -0.09286
Cl -2.99651 -5.40949 2.68122
C -1.88898 -6.45546 1.83062
Cl -2.61881 -8.04208 1.55972
H -1.55029 -5.94510 0.92900
H -1.03452 -6.58670 2.49453
Cl -1.37161 -6.76498 -2.28336
C -1.42943 -5.44440 -3.41161
Cl -3.14330 -4.97339 -3.76267
H -0.88713 -4.52216 -3.20313
H -1.04394 -5.76921 -4.37805
Cl -2.89226 4.05624 1.69469
C -1.99430 4.77252 0.31098
Cl -2.63736 6.44574 -0.19750
H -0.94840 4.82800 0.61280
H -1.94962 4.08456 -0.53331
*
```

---

Computed, not measured: a structure of composition C12H33AgO7S4 at a distorted geometry, with ωB97M-V/def2-TZVPD.

gap between HOMO and LUMO = 0.08981 Eh
maximum force = 3.9 eV Å⁻¹
HOMO level = 0.66 eV
LUMO level = 3.10 eV
ΔE to the lowest compared entry with this formula, charge and spin = 77.2 kcal per mole

```
! wB97M-V def2-TZVPD RIJCOSX def2/J DEFGRID3
* xyz -2 1
Ag 0.61670 0.84874 0.28620
C 3.82117 1.04916 4.30032
C 2.59235 1.87334 4.04668
O 2.68484 2.79373 3.01629
H 4.04726 0.24755 3.59718
H 3.74022 0.59459 5.28770
H 4.79407 1.52435 4.42594
H 2.12751 2.25205 4.95696
H 1.78092 1.18446 3.81189
O 4.78783 3.71214 -4.33646
C 4.29411 2.40136 -4.72641
C 3.03073 1.78284 -3.98118
O 2.99554 1.76086 -2.50066
H 5.08901 1.65556 -4.72299
H 4.13772 2.47734 -5.80245
H 2.89993 0.74244 -4.27878
H 2.19507 2.41387 -4.28382
C 0.47471 -5.00659 2.91311
S 1.32185 -3.40040 3.11171
O 0.77541 -2.34462 2.14797
C 0.59922 -3.15309 4.80007
H 1.29027 -5.61502 2.52224
H -0.26068 -5.00373 2.10857
H 0.15964 -5.48918 3.83828
H -0.47511 -2.96964 4.78431
H 1.02051 -2.20518 5.13484
H 0.87052 -4.04512 5.36468
C -2.74944 6.35416 -0.66399
S -1.78302 5.58387 -2.01435
O -0.34105 5.29907 -1.65234
C -2.62951 3.98502 -2.10473
H -3.76397 6.06170 -0.93471
H -2.65621 7.43840 -0.60199
H -2.56130 5.86708 0.29280
H -3.68967 4.05786 -2.34733
H -2.41845 3.38698 -1.21822
H -2.15147 3.56344 -2.98895
C -5.50727 -0.11259 -0.30346
S -4.07159 -1.27594 -0.03945
O -2.93788 -0.39913 0.39412
C -4.69085 -1.97299 1.56677
H -5.35719 0.82997 0.22298
H -6.47793 -0.46295 0.04751
H -5.68590 0.05170 -1.36610
H -3.99265 -2.73390 1.91554
H -5.70117 -2.36185 1.43980
H -4.91557 -1.15234 2.24805
C 2.66863 -3.42483 -2.59303
S 1.09802 -4.11067 -3.33565
O 0.48692 -5.10813 -2.37079
C 0.09344 -2.64275 -3.05209
H 2.91209 -2.61752 -3.28375
H 3.50955 -4.10501 -2.45773
H 2.36661 -2.94813 -1.66049
H -0.10377 -2.52841 -1.98620
H -0.90198 -2.83636 -3.45178
H 0.54134 -1.76738 -3.52243
*
```